[1]
# C76H90Cl2F3N12O2

A 9-piece molecular cluster, C76H90Cl2F3N12O2 overall in a non-equilibrium geometry (wB97M-V/def2-TZVPD, OMol25).

E_HOMO   -23.2 eV
Net charge   +9
Frontier orbital gap   5.0 eV
Lowest unoccupied orbital energy   -18.20 eV
Multiplicity   1

Last column: Mulliken charge in e.
Positions of all 185 atoms, in Å:
Cl 2.31315 -2.60755 2.01325  -0.64
Cl -3.60161 -4.69549 0.81438  -0.63
F 1.79101 2.49464 -1.16608  0.02
F 1.52765 0.37641 -1.03584  0.07
F 0.15557 1.43039 -2.24642  -0.36
O 0.30658 2.14692 1.31925  -0.66
O -0.67690 0.28489 0.51434  1.34
N -0.61014 -3.70003 -2.79578  0.42
N 5.04093 0.55648 0.31853  0.21
N 2.44051 -5.14958 -7.70582  -0.06
N 4.45771 0.57418 -4.02965  0.14
N -3.13348 5.16285 2.89050  0.17
N -4.16633 -4.42924 4.61118  0.34
N -5.86803 -1.30304 2.00635  0.19
N 0.43140 0.91831 4.45894  0.26
N -5.22214 2.42498 -3.02192  0.03
N 4.82326 7.47248 1.85107  0.05
N 0.78705 5.57364 -1.21101  0.39
N 1.31984 -7.74239 2.60995  0.04
C -0.85044 -2.74182 -3.90306  -0.68
C 3.68322 -1.53490 -5.69024  0.75
C -4.10097 2.55391 2.62580  0.71
C -1.15927 -0.39653 5.67930  -1.02
C -4.06455 0.21116 1.72842  0.44
C 5.07115 -0.83156 -0.32183  -0.65
C -5.94180 0.82981 3.07219  -0.75
C -3.55903 3.13080 -1.43659  0.15
C 6.13775 2.55955 0.83005  -0.44
C 0.56149 -3.46625 -2.14416  -0.68
C -1.94545 -3.59940 4.06379  -0.56
C -6.46647 1.65383 -3.22147  -0.96
C 5.60178 5.53224 0.64731  -0.62
C -0.42363 -1.07884 3.53720  0.61
C -1.61531 5.37939 -0.94505  -0.91
C -4.69631 3.13025 -4.01356  -0.49
C -1.18918 -1.90435 0.43309  -0.54
C 3.63242 -5.11097 -7.13745  -0.45
C -2.26426 -2.34268 4.66496  0.86
C 2.71578 -0.79661 -4.97881  -0.41
C 0.77827 4.80986 -2.33851  -0.56
C -2.27295 4.11774 2.91738  -1.14
C -2.89994 3.84730 -2.45189  0.33
C 3.87202 2.34365 1.35138  0.53
C 1.71601 -8.19948 3.99555  -0.82
C -4.69237 1.22055 2.47485  0.39
C 6.21521 1.24605 0.35700  -0.72
C 4.97315 4.66176 1.56136  0.72
C 4.00523 -3.94332 -6.46153  -0.78
C 1.31873 2.07840 4.32695  -0.76
C 4.34429 6.65289 2.82112  -0.50
C 4.99626 3.14055 1.30285  -0.15
C 4.71999 1.75408 -3.26606  -0.88
C -0.15900 1.57843 0.13925  1.10
C -0.40367 -6.78330 1.15378  -0.43
C -4.41796 4.95057 2.62096  -0.40
C 1.83743 -6.47536 0.66978  -0.46
C 2.22080 -7.23457 1.80013  -0.47
C 5.51802 6.92145 0.78693  -0.53
C 3.92840 1.01204 0.99349  -1.30
C 0.23794 -5.46380 -0.83777  1.13
C -1.64565 4.56541 -2.08932  0.57
C -1.07594 -0.68650 -0.43897  -0.10
C -1.34809 -1.22483 4.56497  1.04
C -0.94210 -5.70017 -1.59719  -0.60
C 2.05647 -2.85005 -7.08925  -0.63
C -2.90515 -4.65505 4.12834  -1.01
C -3.54512 -2.18050 5.21962  -0.88
C -3.45396 3.78116 -3.73676  -0.56
C -4.63441 -1.01358 1.43489  -0.85
C -0.40818 4.33375 -2.75809  -0.38
C -0.31185 0.71491 5.58076  -0.55
C 5.09049 -1.28006 -5.47943  -1.02
C 0.87243 1.50147 -1.11726  -0.50
C 0.98381 -4.32494 -1.11486  -0.55
C -0.01395 -7.51980 2.33740  -0.53
C -5.12529 -5.55884 4.69950  -0.89
C 1.99484 -6.37214 -8.36662  -0.79
C 5.39930 -0.20797 -4.60973  -0.08
C 3.14098 0.23246 -4.12765  -0.55
C 0.45007 0.00779 3.46798  -0.46
C -4.71760 2.43710 -1.79248  -1.17
C -4.45338 -3.22952 5.17347  -0.66
C 4.77368 8.94098 1.93883  -0.79
C -2.72923 2.75392 2.73767  0.42
C -6.46314 -2.61211 1.82141  -0.71
C -0.36621 5.88881 -0.54370  0.05
C -1.33739 -4.81597 -2.54320  -0.55
C -4.95539 3.70704 2.62348  -0.95
C -6.46520 -0.46265 2.87890  -0.51
C 3.30423 -2.75411 -6.52044  0.76
C 1.62619 -4.01720 -7.70639  -0.36
C 2.06869 6.20479 -0.79907  -1.05
C 4.28753 5.27325 2.59139  -0.60
C -2.66712 6.50103 3.15389  -0.69
C 0.53754 -6.29929 0.31895  0.51
H 3.78201 9.18009 2.32293  0.35
H 1.68711 4.58496 -2.87688  0.48
H 2.30344 0.83535 -3.80913  0.58
H -6.40579 1.28934 -4.24693  0.40
H -1.75828 -0.59078 6.55672  0.72
H -2.97806 4.45780 -4.43107  0.59
H -7.46557 -0.71549 3.19787  0.52
H 4.19877 1.72412 -2.30923  0.16
H 5.57584 9.18802 2.63424  0.38
H 1.37483 -2.01242 -7.10070  0.77
H 5.79678 1.86103 -3.13504  0.37
H -1.44668 -6.69072 0.88926  0.36
H -5.20670 3.19005 -4.96347  0.53
H -5.36608 -3.16571 5.74732  0.45
H -0.16338 -2.97996 -4.71505  0.27
H 4.90391 9.33733 0.93183  0.32
H -6.01911 3.57853 2.48787  0.61
H 0.95939 -8.87339 4.39738  0.34
H 5.70078 -1.53534 0.22254  0.38
H -3.18809 3.00129 -0.43059  0.32
H -6.35384 0.76236 -2.60445  0.40
H 6.10333 5.09331 -0.20249  0.56
H -1.22822 4.37982 2.99657  0.62
H -0.81005 -7.81213 3.00610  0.49
H -0.20687 6.40495 0.39151  0.37
H -0.20097 -2.26084 0.72369  -0.20
H 3.81994 4.63879 3.32978  0.63
H -7.30812 2.31373 -3.01110  0.33
H 2.04491 6.67950 0.18184  0.30
H -0.42888 -1.70613 2.65806  -0.63
H 1.80091 -7.34944 4.67254  0.39
H -6.52652 1.48771 3.69804  0.69
H 2.13914 1.88901 3.63476  0.04
H -0.60074 -1.76087 -3.49873  0.12
H 4.05308 -1.22024 -0.34560  0.06
H -1.06039 -3.72519 3.45778  0.72
H 2.91648 2.69162 1.71507  0.75
H -4.14684 -1.72703 0.78707  0.43
H 2.76021 -6.69557 -9.07208  0.37
H -1.99533 -0.43459 -0.96751  0.16
H -0.97741 2.17141 -0.26903  -0.81
H 3.24781 -7.30408 2.12693  0.40
H -4.99730 5.83651 2.40675  0.50
H -3.94465 -1.25350 5.60362  0.57
H 6.40611 0.06822 -4.33322  0.50
H 1.85659 -4.03738 -0.54746  0.29
H -2.15947 6.57085 4.11591  0.39
H 5.90343 -1.83754 -5.92073  0.60
H -1.83105 -1.86038 1.31296  -0.13
H 4.07382 -6.09650 -7.12079  0.55
H -5.35141 1.90413 -1.09920  0.82
H -1.52749 -2.79034 -0.10417  0.21
H 1.66953 -1.06207 -4.94295  0.37
H 7.10009 0.86073 -0.12766  0.51
H -6.30337 -2.87707 0.77624  0.33
H 3.13656 0.32298 1.24762  0.56
H -2.06544 1.90498 2.66637  0.46
H 4.98821 -3.92057 -6.01471  0.49
H 2.40328 6.87510 -1.59079  0.42
H 2.66170 -6.07099 0.10104  0.48
H 5.38426 -0.66783 -1.35297  0.28
H -5.88241 -3.28353 2.45391  0.25
H -4.64026 -6.34347 5.28020  0.40
H -3.47842 7.22543 3.08210  0.30
H -0.29345 3.58139 -3.52438  0.45
H 1.23788 -2.69428 -2.48027  0.45
H -2.50488 5.64567 -0.39353  0.76
H -1.97666 6.81629 2.37160  0.26
H 1.85820 -7.03908 -7.51537  0.40
H -1.89056 -2.85274 -4.20958  0.44
H -1.59832 -6.52116 -1.34868  0.68
H 4.31288 2.57465 -3.85684  0.37
H 1.09618 0.20331 2.62495  0.24
H -7.50836 -2.63122 2.13003  0.37
H 0.71851 2.95303 4.07625  0.14
H -3.13582 0.42396 1.21990  -0.10
H 1.90960 2.18328 5.23688  0.61
H -5.31910 -5.92623 3.69176  0.36
H 5.90819 7.61847 0.06006  0.48
H -0.19371 1.38038 6.42313  0.54
H -2.72137 -5.51011 3.49472  0.77
H -0.28779 -0.97054 -1.13628  -0.21
H -6.03932 -5.24279 5.20226  0.33
H 0.68139 -4.03033 -8.22944  0.46
H 6.91363 3.30326 0.72384  0.84
H 1.04158 -6.12820 -8.83555  0.27
H 3.66798 7.12140 3.52076  0.41
H 2.79611 5.41752 -0.60116  0.30
H 2.71351 -8.63889 3.99431  0.34
H -2.21605 -4.96499 -3.15324  0.49

***

[2]
# C3H6NPS2

One molecule with the formula C3H6NPS2 (wB97M-V/def2-TZVPD, OMol25).

E_HOMO   -9.5 eV
Frontier orbital gap   9.9 eV
Lowest unoccupied orbital energy   0.33 eV
SMILES   CS[P@](C)(=S)C#N
Multiplicity   1

Last column: Mulliken charge in e.
Positions of all 13 atoms, in Å:
S -0.85611 -2.01963 -0.35015  -0.40
S 1.30433 0.68669 -0.23282  -0.14
P -0.54024 -0.20989 0.28320  0.53
N -2.52314 1.58455 -0.91537  -0.36
C -1.75054 0.93012 -0.38226  0.27
C 1.69665 -0.25277 -1.73598  -0.67
C -0.65162 0.10891 2.08299  -1.04
H 1.15765 -1.20100 -1.70952  0.19
H -1.67247 -0.08688 2.41174  0.35
H 2.76732 -0.43034 -1.73190  0.30
H 1.41315 0.32666 -2.60981  0.27
H -0.37484 1.13905 2.30118  0.37
H 0.02986 -0.57545 2.58870  0.32

***

[3]
# C15H28AlCl12O2

C15H28AlCl12O2 as an isolated structure in a non-equilibrium geometry (wB97M-V/def2-TZVPD, OMol25).

E_HOMO   -4.7 eV
Net charge   -1
Frontier orbital gap   6.5 eV
Lowest unoccupied orbital energy   1.79 eV
Multiplicity   1

Last column: Mulliken charge in e.
Positions of all 58 atoms, in Å:
Cl 6.12573 -0.68278 2.82072  -0.18
Cl -5.20144 -1.40266 6.71128  -0.17
Cl 1.18874 -1.95079 -6.33483  -0.16
Cl -10.38628 0.15678 7.40038  -0.16
Cl -0.32958 0.55677 -6.29214  -0.06
Cl -3.49653 0.68574 3.86637  -0.19
Cl 3.93442 -1.67416 1.13886  -0.10
Cl 7.41435 -4.96199 3.60583  -0.15
Cl -6.01150 -3.44200 4.76402  -0.19
Cl -3.85311 -1.26901 1.72153  -0.18
Cl -8.10504 0.74421 5.65293  -0.15
Cl 4.50231 -4.79176 3.33688  -0.15
Al 2.63929 2.67160 -3.29362  0.05
O -1.03458 0.24404 -1.24754  -0.29
O -0.05754 0.21800 0.74647  -0.53
C -0.20911 2.89533 -2.14892  -0.57
C -0.63374 0.38413 -2.62553  -0.35
C -8.63670 0.39201 7.30126  -0.16
C 5.94860 -5.76006 3.02763  -0.25
C 4.53165 -1.45556 2.78167  0.09
C 3.09751 1.10375 -2.04742  0.53
C -0.33105 -1.14577 -6.75127  -0.33
C 4.78107 1.66681 -0.09312  -0.23
C 0.98625 3.70087 -2.70744  -0.99
C -5.93932 -1.71157 5.12977  0.55
C 2.57717 1.93462 -5.17856  -0.56
C -0.78696 1.82556 -3.09946  -0.35
C -2.93963 0.14569 2.27236  -0.05
C -0.08270 -0.15534 -0.39429  0.08
C 3.97182 1.43710 -0.95505  -0.90
H -0.43060 1.90272 -4.12387  -0.02
H 3.83135 -0.82936 3.32219  0.27
H 3.57306 1.57113 -5.44891  0.27
H 5.61652 1.75016 0.55584  0.45
H -8.14366 -0.51458 7.63322  0.19
H 0.65927 -0.87459 -0.76596  0.54
H -1.13691 -1.64527 -6.22642  0.25
H -1.86762 1.99300 -3.15130  0.42
H -1.32890 -0.22579 -3.20595  0.24
H 1.91761 1.06258 -5.18994  -0.19
H -6.94400 -1.31569 5.14501  -0.02
H -8.36221 1.22669 7.93438  0.30
H 5.84413 -6.70785 3.54148  0.29
H 0.63663 4.37515 -3.49742  0.37
H -1.89108 -0.11625 2.33483  0.14
H 3.55040 0.31343 -2.65015  0.33
H -3.08028 0.95006 1.56158  0.27
H 2.16601 0.70591 -1.63275  -0.46
H -5.34576 -1.21982 4.36818  -0.18
H 0.37621 0.01642 -2.81211  0.30
H 2.25942 2.65553 -5.93412  0.26
H 1.32938 4.35100 -1.89481  0.42
H 0.06675 2.46805 -1.18549  0.24
H -1.02741 3.59156 -1.93417  0.36
H 6.03493 -5.91093 1.95838  0.26
H 3.88949 3.71960 -3.22996  -0.42
H -0.47576 -1.21745 -7.82267  0.32
H 4.61896 -2.43498 3.24212  -0.10

***

[4]
# C2H5FN2

One molecule with the formula C2H5FN2 in a non-equilibrium geometry (wB97M-V/def2-TZVPD, OMol25).

E_HOMO   -9.3 eV
Frontier orbital gap   10.2 eV
Lowest unoccupied orbital energy   0.86 eV
SMILES   [H]/N=C(/N)CF
Multiplicity   1

Last column: Mulliken charge in e.
Positions of all 10 atoms, in Å:
F 2.07884 0.17452 0.00129  -0.27
N -1.40964 -0.38199 -0.03870  -0.47
N -0.24489 1.69821 0.03245  -0.78
C -0.20927 0.38519 0.04201  0.71
C 0.96272 -0.45738 -0.02622  -0.36
H 0.68399 2.11530 -0.12879  0.23
H 0.90826 -1.03997 -0.99218  0.25
H -1.20339 -1.45387 0.17441  0.23
H -2.30801 0.04596 -0.12226  0.24
H 0.74139 -1.08597 1.05801  0.21

***

[5]
# C20H19MgN4S5

C20H19MgN4S5 as an isolated structure (wB97M-V/def2-TZVPD, OMol25).

E_HOMO   -4.4 eV
Net charge   -1
Frontier orbital gap   7.0 eV
Lowest unoccupied orbital energy   2.61 eV
Multiplicity   1

Last column: Mulliken charge in e.
Positions of all 49 atoms, in Å:
S -1.70005 1.39148 1.50178  -0.41
S 3.71782 -0.80122 0.80914  -0.38
S 1.80822 0.53451 -2.71395  -0.19
S 1.85037 -2.57616 -2.06343  -0.40
S 0.69216 -0.78372 2.32932  -0.14
Mg 1.46130 -0.72130 -0.39249  0.57
N -0.77311 -1.23215 -0.51131  -0.01
N -1.21667 -2.44384 0.11366  -0.70
N 1.18777 1.46323 0.21629  0.69
N 4.72012 1.48240 -0.55951  -0.64
C 1.50050 1.82239 1.46004  0.63
C 2.07234 3.06077 1.73732  -0.92
C 1.84711 3.62593 -0.56319  -0.76
C -0.32421 -2.71355 -3.75675  -0.51
C -3.50459 -1.29563 3.94510  -0.47
C -0.42681 0.00162 -4.26092  -0.32
C 4.31074 0.54919 -0.00471  0.61
C 2.26056 3.96512 0.71560  -0.60
C 0.65087 -1.90025 -3.15479  -0.20
C -3.24712 -0.22567 3.11004  -0.69
C -2.48286 -2.18073 4.29941  -0.61
C 1.31940 2.36958 -0.76863  0.09
C 0.81808 1.94944 -2.12485  -0.84
C 0.56385 -0.52092 -3.43182  0.77
C 1.17126 0.93607 2.63785  -1.32
C -1.31754 -2.19426 -4.56853  -0.48
C -1.96988 0.03128 2.55287  0.31
C -1.38105 -0.82701 -4.82444  -0.67
C -1.21641 -1.93966 3.80310  -0.57
C -0.96655 -0.86468 2.94050  0.13
H 2.72396 4.92421 0.90808  0.40
H 0.30820 1.38783 3.12977  0.53
H -2.05649 -2.85887 -4.99968  0.36
H -0.51392 -2.72705 0.78673  0.22
H -0.21495 1.61343 -2.03554  0.41
H -4.50829 -1.44458 4.32742  0.35
H 1.96132 4.30628 -1.39566  0.41
H -0.29282 -3.77338 -3.53901  0.40
H 2.35390 3.29787 2.75472  0.48
H -2.15883 -0.41463 -5.45369  0.37
H -2.66605 -3.01830 4.96025  0.37
H -0.39259 -2.58858 4.07786  0.40
H -0.44745 1.06596 -4.46625  0.37
H -2.06209 -2.24360 0.64054  0.28
H 2.01323 0.93513 3.32878  0.61
H -1.18232 -0.40478 -0.04791  0.03
H 0.86793 2.78085 -2.82387  0.49
H -1.11983 -1.26147 -1.46419  0.14
H -4.03853 0.46145 2.83895  0.40

***

[6]
# C8H8N4O4

A 2-piece molecular cluster, C8H8N4O4 overall in a non-equilibrium geometry (wB97M-V/def2-TZVPD, OMol25).

E_HOMO   -9.2 eV
Frontier orbital gap   9.1 eV
Lowest unoccupied orbital energy   -0.14 eV
SMILES   O=c1cc[nH]c(=O)[nH]1.O=c1cc[nH]c(=O)[nH]1
Multiplicity   1

Last column: Mulliken charge in e.
Positions of all 24 atoms, in Å:
O -2.78406 -2.34185 0.03321  -0.51
O 0.73249 -1.67120 0.21853  -0.75
O 5.08416 -0.73826 -0.14249  -0.59
O -0.90979 1.84782 -0.08899  -0.77
N 1.45232 0.68440 0.04267  -0.03
N 2.92536 -1.01142 -0.26682  -0.17
N -4.10770 -0.53142 0.06787  -0.22
N -1.80669 -0.31450 -0.03629  -0.09
C -4.39862 0.88119 0.11946  -0.02
C 1.65308 -0.78349 -0.01143  0.42
C 3.85753 1.27254 0.25390  -0.68
C -2.86779 -1.19193 0.06790  0.28
C -1.92604 1.08655 -0.17046  0.78
C 4.03441 -0.19214 -0.05077  0.49
C -3.30191 1.59978 -0.37107  -1.03
C 2.54196 1.69194 0.24918  -0.14
H -3.22299 2.60242 -0.35667  0.50
H 4.70369 1.88392 0.54111  0.38
H 3.20671 -2.08678 -0.65638  0.36
H 2.13884 2.65504 0.38563  0.45
H 0.58352 1.11588 -0.02230  0.43
H -5.41260 1.31782 0.21720  0.34
H -4.82311 -1.20271 0.74960  0.31
H -0.95530 -1.03367 -0.19256  0.27

***

What is the E_HOMO in the second record?
-9.5 eV

***

Which of these has the highest E_HOMO?
C20H19MgN4S5

***

Number 2 is which compound?
C3H6NPS2